# 1
Entry from the OMol25 dataset: one molecule with the formula C23H22N6O3S2 (ωB97M-V with the def2-TZVPD basis set).

```
! RIJCOSX wB97M-V def2-TZVPD def2/J DEFGRID3
* xyz 0 1
C 5.93 -0.43 -2.26
O 5.46 0.88 -2.05
C 4.48 1.07 -1.13
C 4.06 2.39 -0.96
C 3.06 2.69 -0.05
C 2.48 1.69 0.72
C 2.90 0.38 0.56
C 2.29 -0.77 1.28
O 2.34 -1.91 0.84
N 1.65 -0.48 2.44
C 0.86 -1.45 3.14
C -0.57 -1.03 3.26
N -1.30 -1.15 4.33
N -2.50 -0.63 4.08
C -2.50 -0.17 2.87
S -3.83 0.60 2.03
C -4.68 -0.92 1.45
C -3.72 -1.66 0.57
O -3.10 -2.64 0.92
N -3.48 -1.15 -0.69
C -3.98 -0.03 -1.29
N -4.93 0.73 -0.86
C -5.17 1.76 -1.71
C -4.40 1.80 -2.82
S -3.29 0.47 -2.84
N -1.28 -0.40 2.27
C -0.89 -0.06 0.96
C -1.00 1.26 0.53
C -0.59 1.58 -0.75
C -0.07 0.60 -1.58
C 0.02 -0.72 -1.16
C 0.60 -1.79 -2.03
C -0.41 -1.05 0.11
C 3.89 0.07 -0.37
H 6.37 -0.85 -1.35
H 5.13 -1.09 -2.62
H 6.70 -0.35 -3.03
H 4.52 3.16 -1.55
H 2.73 3.71 0.07
H 1.68 1.95 1.40
H 1.69 0.45 2.81
H 1.23 -1.62 4.16
H 0.94 -2.39 2.58
H -5.55 -0.57 0.91
H -4.93 -1.52 2.32
H -2.77 -1.65 -1.21
H -5.94 2.46 -1.45
H -4.41 2.50 -3.62
H -1.39 2.01 1.20
H -0.67 2.60 -1.09
H 0.26 0.87 -2.58
H 0.91 -1.39 -3.00
H 1.47 -2.21 -1.53
H -0.11 -2.59 -2.20
H -0.36 -2.07 0.45
H 4.18 -0.96 -0.47
*
```

As for the SMILES: COc1cccc(C(=O)NCc2nnc(SCC(=O)Nc3nccs3)n2-c2cccc(C)c2)c1. For the maximum force, the calculation gives 0.0248 hartree/bohr. The value obtained for the relative energy (zero: lowest compared OMol25 entry of this formula, charge and spin) is 0.0 kJ/mol. As for the LUMO energy: 0.4 eV. Its HOMO energy is -0.319 Ha.

=====

# 2
Entry from the OMol25 dataset: C23H23AsLuP as an isolated structure (ωB97M-V with the def2-TZVPD basis set).

```
! RIJCOSX wB97M-V def2-TZVPD def2/J DEFGRID3
* xyz 0 1
C -0.48 0.19 -1.82
C -1.24 1.44 -1.75
C -0.37 2.51 -1.50
C 0.95 2.05 -1.51
C 0.98 0.61 -1.72
Lu 0.69 -0.54 0.83
P -0.13 -3.11 0.62
H -0.79 -0.73 -2.40
H -2.27 1.55 -1.96
H -0.69 3.47 -1.06
H 1.82 0.03 -2.17
H 1.82 2.68 -1.48
H 1.08 -3.67 -0.04
H -1.28 -3.63 -0.15
H -0.20 -3.55 2.04
C -0.53 5.30 5.53
C 0.49 5.30 4.57
C 0.56 4.28 3.62
C -0.39 3.23 3.63
C -1.44 3.26 4.56
C -1.50 4.30 5.50
As -0.19 1.86 2.21
C 1.53 1.10 2.97
C 2.43 0.50 2.02
C 3.59 -0.14 2.54
C 3.83 -0.18 3.90
C 2.94 0.39 4.81
C 1.79 1.04 4.34
C -1.37 0.31 2.81
C -1.00 -0.71 3.70
C -1.96 -1.65 4.09
C -3.28 -1.56 3.66
C -3.65 -0.51 2.81
C -2.72 0.43 2.39
H -0.58 6.11 6.27
H 1.24 6.10 4.55
H 1.34 4.30 2.85
H -2.22 2.50 4.53
H -2.33 4.33 6.22
H 2.39 0.75 0.90
H 4.29 -0.58 1.83
H 4.73 -0.68 4.29
H 3.15 0.34 5.89
H 1.08 1.47 5.06
H 0.03 -0.79 4.06
H -1.66 -2.49 4.75
H -4.02 -2.29 3.99
H -4.70 -0.43 2.48
H -3.01 1.25 1.73
*
```

For the maximum force, the calculation gives 0.0492 hartree/bohr. As for the LUMO energy (alpha / beta): -0.2 / 0.0 eV. Its HOMO energy (alpha / beta) is -0.169 / -0.184 Ha.

=====

# 3
Entry from the OMol25 dataset: C23H23AuBr2N4O5S2 as an isolated structure (ωB97M-V with the def2-TZVPD basis set).

```
! RIJCOSX wB97M-V def2-TZVPD def2/J DEFGRID3
* xyz 0 3
Au -1.22 -0.62 1.04
C 5.05 0.41 2.98
C 3.63 0.90 2.84
C 2.89 1.28 3.95
C 1.58 1.72 3.82
C 1.01 1.78 2.55
C 1.75 1.43 1.43
C 3.05 1.00 1.58
S -0.71 2.17 2.39
O -1.07 3.01 3.50
O -0.95 2.59 1.04
N -1.47 0.72 2.58
C -1.54 0.20 3.85
C 0.95 -1.49 3.81
O 1.04 -1.49 4.96
O 0.94 -1.55 2.65
H 5.32 0.27 4.03
H 5.75 1.12 2.54
H 5.18 -0.54 2.47
H 3.33 1.21 4.94
H 1.00 2.01 4.68
H 1.29 1.51 0.45
H 3.63 0.72 0.70
H -2.13 -0.70 3.97
H -1.43 0.87 4.69
C -1.01 2.27 -2.42
C 0.11 1.28 -2.32
C 1.37 1.55 -2.89
C 2.38 0.65 -2.77
C 2.16 -0.56 -2.07
C 3.14 -1.56 -1.85
Br 4.91 -1.32 -2.52
C 2.85 -2.68 -1.15
C 1.57 -2.87 -0.62
Br 1.22 -4.43 0.38
C 0.56 -1.94 -0.78
O -0.65 -2.14 -0.25
C 0.87 -0.76 -1.54
N -0.12 0.16 -1.68
H -0.63 3.29 -2.41
H -1.69 2.14 -1.58
H -1.56 2.13 -3.36
H 1.53 2.49 -3.41
H 3.36 0.85 -3.19
H 3.61 -3.44 -0.98
C -5.37 0.61 -2.18
N -4.35 -0.42 -2.29
C -4.33 -1.37 -3.40
C -3.05 -2.15 -3.12
N -2.91 -1.95 -1.68
C -3.57 -0.86 -1.30
S -3.48 -0.12 0.24
H -6.35 0.17 -1.98
H -5.41 1.17 -3.11
H -5.10 1.28 -1.36
H -4.31 -0.84 -4.35
H -5.22 -2.01 -3.37
H -2.19 -1.72 -3.64
H -3.13 -3.20 -3.37
H -2.07 -2.23 -1.15
*
```

For the maximum force, the calculation gives 0.0059 hartree/bohr. The value obtained for the relative energy (zero: lowest compared OMol25 entry of this formula, charge and spin) is 0.0 kJ/mol. As for the expectation value of S²: 2.01. As for the LUMO energy (alpha / beta): 0.1 / -1.9 eV. Its HOMO energy (alpha / beta) is -0.240 / -0.296 Ha.

=====

# 4
Entry from the OMol25 dataset: C23H23BCl2F3N6O3Ti as an isolated structure (ωB97M-V with the def2-TZVPD basis set).

```
! RIJCOSX wB97M-V def2-TZVPD def2/J DEFGRID3
* xyz 1 1
Ti -0.40 -0.04 -0.20
C -2.69 2.21 -3.12
C -2.00 1.07 -2.72
N -1.62 1.19 -1.44
N -2.03 2.41 -1.02
C -2.66 3.04 -2.02
B -1.58 2.96 0.36
N -2.06 1.97 1.44
C -2.89 2.12 2.47
C -2.99 0.91 3.14
C -2.16 0.05 2.43
N -1.60 0.70 1.40
N -0.04 2.93 0.36
C 0.84 3.93 0.46
C 2.12 3.43 0.24
C 1.93 2.08 -0.02
N 0.63 1.78 0.06
H -3.12 2.41 -4.09
H -1.74 0.19 -3.28
H -3.06 4.03 -1.87
H -2.00 4.06 0.54
H -3.36 3.07 2.67
H -3.56 0.69 4.02
H -1.91 -0.98 2.62
H 0.51 4.93 0.68
H 3.05 3.97 0.25
H 2.64 1.31 -0.25
C -1.52 -3.46 -1.76
C -2.05 -2.72 -0.54
C -3.39 -3.21 -0.06
O -2.10 -1.29 -0.82
C -1.00 -2.77 0.57
O -0.89 -3.65 1.37
O -0.19 -1.71 0.53
H -2.24 -3.39 -2.58
H -1.40 -4.52 -1.52
H -0.57 -3.05 -2.08
H -4.11 -3.22 -0.88
H -3.77 -2.57 0.74
H -3.29 -4.22 0.33
H -2.71 -1.07 -1.54
F 5.49 -2.68 -7.23
C 4.66 -1.65 -7.40
F 3.86 -1.95 -8.43
F 5.39 -0.59 -7.76
C 3.85 -1.37 -6.16
C 3.30 -0.11 -5.99
C 2.52 0.16 -4.87
C 2.31 -0.85 -3.92
C 2.87 -2.11 -4.10
C 3.65 -2.37 -5.22
C 1.51 -0.58 -2.76
C 0.86 -0.36 -1.75
H 3.47 0.67 -6.72
H 2.09 1.14 -4.72
H 2.71 -2.88 -3.36
H 4.10 -3.34 -5.36
Cl 3.30 -1.72 0.79
C 2.30 -1.73 2.25
Cl 1.52 -0.15 2.50
H 2.93 -1.92 3.11
H 1.52 -2.47 2.14
*
```

For the maximum force, the calculation gives 0.0167 hartree/bohr. The value obtained for the relative energy (zero: lowest compared OMol25 entry of this formula, charge and spin) is 0.0 kJ/mol. As for the LUMO energy: -4.6 eV. Its HOMO energy is -0.428 Ha.

=====

# 5
Entry from the OMol25 dataset: C23H23Br2N6O7Sc as an isolated structure (ωB97M-V with the def2-TZVPD basis set).

```
! RIJCOSX wB97M-V def2-TZVPD def2/J DEFGRID3
* xyz 0 1
Sc 0.53 -0.89 -1.22
O -0.69 -4.85 3.75
C -0.50 -3.98 2.74
C 0.66 -3.23 2.59
C 0.74 -2.38 1.51
N -0.23 -2.22 0.59
C -1.34 -2.93 0.79
Br -2.80 -2.72 -0.38
C -1.52 -3.83 1.83
H 0.08 -4.87 4.33
H 1.49 -3.31 3.28
H 1.64 -1.81 1.34
H -2.44 -4.38 1.93
Br -2.04 0.07 3.07
C -0.38 1.01 2.93
C -0.10 2.01 3.85
C 1.12 2.66 3.71
C 1.98 2.29 2.69
C 1.58 1.28 1.83
N 0.41 0.65 1.95
C 2.47 0.89 0.67
O 3.63 1.29 0.66
O 1.94 0.08 -0.18
H -0.80 2.26 4.63
H 1.39 3.45 4.40
H 2.94 2.76 2.54
O 0.06 0.14 -5.01
C 0.24 -0.39 -3.95
O 0.64 0.22 -2.83
C 0.04 -1.92 -3.71
O 0.20 -2.74 -4.56
O -0.28 -2.15 -2.44
N -1.27 0.34 -0.76
C -2.09 1.14 -0.90
N -2.98 2.07 -1.10
C -2.84 2.99 -2.26
C -3.04 4.43 -1.79
C -2.51 4.60 -0.37
C -3.35 3.78 0.63
C -3.89 2.50 -0.03
H -3.56 2.71 -3.03
H -1.84 2.84 -2.67
H -4.10 4.70 -1.83
H -2.52 5.10 -2.48
H -2.51 5.65 -0.08
H -1.47 4.26 -0.33
H -4.20 4.36 0.99
H -2.75 3.52 1.50
H -4.86 2.67 -0.49
H -4.00 1.69 0.68
C 4.14 -0.88 -2.04
C 3.55 -2.19 -1.64
N 2.29 -2.46 -1.34
C 2.21 -3.82 -1.08
C 3.44 -4.37 -1.20
N 4.28 -3.33 -1.56
H 3.38 -0.25 -2.49
H 4.94 -1.03 -2.76
H 4.52 -0.34 -1.17
H 1.27 -4.30 -0.87
H 3.79 -5.39 -1.10
H 5.26 -3.40 -1.77
*
```

For the maximum force, the calculation gives 0.0311 hartree/bohr. The value obtained for the relative energy (zero: lowest compared OMol25 entry of this formula, charge and spin) is 21.4 kJ/mol. As for the LUMO energy: 0.2 eV. Its HOMO energy is -0.306 Ha.

=====

# 6
Entry from the OMol25 dataset: one molecule with the formula C23H23ClN2O4 (ωB97M-V with the def2-TZVPD basis set).

```
! RIJCOSX wB97M-V def2-TZVPD def2/J DEFGRID3
* xyz 0 1
C -5.62 4.12 -0.45
C -5.16 3.32 0.72
C -5.42 3.72 1.99
C -4.99 2.97 3.15
O -5.19 3.27 4.30
O -4.28 1.82 2.91
C -4.00 1.39 1.66
C -3.27 0.20 1.55
C -2.84 -0.56 2.77
C -2.96 -0.28 0.27
O -2.26 -1.44 0.25
C -1.91 -2.01 -0.99
C -0.90 -1.20 -1.82
O -1.12 -0.99 -3.00
N 0.19 -0.73 -1.19
C 0.64 -1.07 0.14
C 1.94 -1.87 0.04
N 2.93 -1.10 -0.68
C 4.28 -1.29 -0.40
C 4.73 -1.29 0.93
C 6.07 -1.42 1.22
C 7.02 -1.53 0.22
C 6.58 -1.53 -1.10
Cl 7.72 -1.69 -2.38
C 5.23 -1.42 -1.42
C 2.49 -0.78 -2.02
C 1.18 0.01 -1.93
C -3.35 0.43 -0.86
C -4.07 1.60 -0.74
C -4.41 2.11 0.52
H -4.77 4.44 -1.05
H -6.27 3.52 -1.08
H -6.17 5.00 -0.12
H -5.98 4.61 2.20
H -1.77 -0.45 2.92
H -3.05 -1.62 2.63
H -3.36 -0.19 3.64
H -2.79 -2.17 -1.62
H -1.47 -2.99 -0.75
H -0.11 -1.64 0.68
H 0.84 -0.14 0.69
H 2.30 -2.12 1.03
H 1.73 -2.81 -0.50
H 4.02 -1.16 1.73
H 6.39 -1.41 2.25
H 8.06 -1.63 0.44
H 4.95 -1.44 -2.45
H 3.24 -0.16 -2.51
H 2.33 -1.69 -2.62
H 0.79 0.20 -2.93
H 1.37 0.96 -1.41
H -3.10 0.08 -1.85
H -4.36 2.13 -1.63
*
```

As for the SMILES: Cc1cc(=O)oc2c(C)c(OCC(=O)N3CCN(c4cccc(Cl)c4)CC3)ccc12. For the maximum force, the calculation gives 0.0191 hartree/bohr. The value obtained for the relative energy (zero: lowest compared OMol25 entry of this formula, charge and spin) is 0.0 kJ/mol. As for the LUMO energy: 0.2 eV. Its HOMO energy is -0.305 Ha.

=====

# 7
Entry from the OMol25 dataset: a 2-piece molecular cluster, C23H23F5N3O overall (ωB97M-V with the def2-TZVPD basis set).

```
! RIJCOSX wB97M-V def2-TZVPD def2/J DEFGRID3
* xyz 1 1
C -4.62 0.01 -1.01
N -3.86 1.24 -0.86
C -4.42 2.49 -0.65
C -3.41 3.38 -0.53
N -2.21 2.69 -0.64
C -0.96 3.35 -0.46
C -0.64 4.42 -1.28
F -1.55 4.89 -2.16
C 0.61 5.01 -1.20
F 0.92 6.04 -2.01
C 1.54 4.54 -0.29
F 2.79 5.03 -0.28
C 1.21 3.49 0.56
F 2.13 3.00 1.41
C -0.04 2.91 0.49
F -0.35 1.89 1.31
C -2.49 1.35 -0.86
C -1.54 0.27 -0.98
C -0.16 0.60 -1.20
C 0.85 -0.17 -0.71
C 2.23 0.21 -0.68
C 3.14 -0.53 0.09
C 4.45 -0.14 0.21
C 4.90 0.99 -0.44
C 4.03 1.74 -1.21
C 2.71 1.36 -1.34
O -1.90 -0.91 -0.84
H -3.93 -0.82 -1.18
H -5.18 -0.18 -0.10
H -5.30 0.09 -1.85
H -5.47 2.69 -0.57
H -3.48 4.44 -0.35
H 0.07 1.54 -1.66
H 0.56 -1.04 -0.14
H 2.79 -1.40 0.62
H 5.13 -0.71 0.82
H 5.93 1.31 -0.33
H 4.38 2.63 -1.71
H 2.05 1.96 -1.93
C 1.60 -4.02 3.35
C 0.79 -3.55 2.16
N -0.10 -4.58 1.63
C -0.93 -4.22 0.48
C -1.80 -5.35 0.00
H 2.24 -3.23 3.74
H 0.95 -4.36 4.16
H 2.24 -4.86 3.08
H 0.17 -2.69 2.45
H 1.45 -3.19 1.36
H 0.43 -5.43 1.42
H -1.54 -3.36 0.77
H -0.28 -3.86 -0.33
H -2.43 -5.06 -0.84
H -1.21 -6.21 -0.31
H -2.47 -5.70 0.80
*
```

For the maximum force, the calculation gives 0.0641 hartree/bohr. The value obtained for the relative energy (zero: lowest compared OMol25 entry of this formula, charge and spin) is 0.0 kJ/mol. As for the LUMO energy: -4.7 eV. Its HOMO energy is -0.384 Ha.

=====

# 8
Entry from the OMol25 dataset: C23H23F6N3OSbW as an isolated structure (ωB97M-V with the def2-TZVPD basis set).

```
! RIJCOSX wB97M-V def2-TZVPD def2/J DEFGRID3
* xyz 4 2
W 0.51 -0.04 0.16
C 2.72 -1.30 0.23
C 1.98 -1.45 1.41
C 1.64 -0.31 2.17
C 2.16 0.95 1.81
C 2.78 1.11 0.57
C 2.99 -0.01 -0.26
H 3.10 -2.17 -0.29
H 1.80 -2.42 1.84
H 1.22 -0.47 3.16
H 2.10 1.76 2.53
H 3.19 2.07 0.26
H 3.57 0.12 -1.17
C 0.41 3.51 0.72
C -0.52 2.66 1.52
C -1.31 3.36 2.45
C -2.19 2.72 3.28
C -2.33 1.33 3.15
C -1.58 0.67 2.22
N -0.67 1.31 1.40
C -1.72 -0.78 1.99
C -2.59 -1.63 2.65
C -2.63 -2.97 2.29
C -1.84 -3.45 1.25
C -0.99 -2.57 0.61
N -0.91 -1.28 1.02
C -0.21 -2.85 -0.62
C -0.14 -4.09 -1.19
C 0.48 -4.22 -2.44
C 0.94 -3.09 -3.07
C 0.88 -1.83 -2.45
C 1.37 -0.65 -3.23
N 0.35 -1.73 -1.20
H -0.18 4.23 0.15
H 1.03 2.98 0.00
H 1.04 4.09 1.40
H -1.18 4.43 2.51
H -2.78 3.27 4.00
H -3.04 0.80 3.78
H -3.25 -1.25 3.42
H -3.30 -3.65 2.81
H -1.92 -4.48 0.93
H -0.56 -4.96 -0.70
H 0.56 -5.19 -2.91
H 1.36 -3.14 -4.07
H 1.91 -0.99 -4.11
H 2.01 0.03 -2.68
H 0.51 -0.07 -3.58
F 0.67 1.23 -1.22
Sb -0.40 3.27 -3.25
F 1.18 2.51 -3.87
F 0.65 4.46 -2.27
F -1.27 4.27 -4.49
F -1.41 3.11 -1.65
F -1.16 1.57 -3.54
O -1.39 0.30 -0.93
H -2.25 -0.15 -0.94
H -1.40 1.04 -1.56
*
```

For the maximum force, the calculation gives 0.0435 hartree/bohr. The value obtained for the relative energy (zero: lowest compared OMol25 entry of this formula, charge and spin) is 56.0 kJ/mol. As for the expectation value of S²: 0.76. As for the LUMO energy (alpha / beta): -14.8 / -15.7 eV. Its HOMO energy (alpha / beta) is -0.781 / -0.781 Ha.

=====

Number 1 is which compound? C23H22N6O3S2

=====

Which of these has the highest maximum force? C23H23F5N3O

=====

Among the records above, which one has the highest maximum force? C23H23F5N3O

=====

What did the fifth record say?
Entry from the OMol25 dataset: C23H23Br2N6O7Sc as an isolated structure (ωB97M-V with the def2-TZVPD basis set).

```
! RIJCOSX wB97M-V def2-TZVPD def2/J DEFGRID3
* xyz 0 1
Sc 0.53 -0.89 -1.22
O -0.69 -4.85 3.75
C -0.50 -3.98 2.74
C 0.66 -3.23 2.59
C 0.74 -2.38 1.51
N -0.23 -2.22 0.59
C -1.34 -2.93 0.79
Br -2.80 -2.72 -0.38
C -1.52 -3.83 1.83
H 0.08 -4.87 4.33
H 1.49 -3.31 3.28
H 1.64 -1.81 1.34
H -2.44 -4.38 1.93
Br -2.04 0.07 3.07
C -0.38 1.01 2.93
C -0.10 2.01 3.85
C 1.12 2.66 3.71
C 1.98 2.29 2.69
C 1.58 1.28 1.83
N 0.41 0.65 1.95
C 2.47 0.89 0.67
O 3.63 1.29 0.66
O 1.94 0.08 -0.18
H -0.80 2.26 4.63
H 1.39 3.45 4.40
H 2.94 2.76 2.54
O 0.06 0.14 -5.01
C 0.24 -0.39 -3.95
O 0.64 0.22 -2.83
C 0.04 -1.92 -3.71
O 0.20 -2.74 -4.56
O -0.28 -2.15 -2.44
N -1.27 0.34 -0.76
C -2.09 1.14 -0.90
N -2.98 2.07 -1.10
C -2.84 2.99 -2.26
C -3.04 4.43 -1.79
C -2.51 4.60 -0.37
C -3.35 3.78 0.63
C -3.89 2.50 -0.03
H -3.56 2.71 -3.03
H -1.84 2.84 -2.67
H -4.10 4.70 -1.83
H -2.52 5.10 -2.48
H -2.51 5.65 -0.08
H -1.47 4.26 -0.33
H -4.20 4.36 0.99
H -2.75 3.52 1.50
H -4.86 2.67 -0.49
H -4.00 1.69 0.68
C 4.14 -0.88 -2.04
C 3.55 -2.19 -1.64
N 2.29 -2.46 -1.34
C 2.21 -3.82 -1.08
C 3.44 -4.37 -1.20
N 4.28 -3.33 -1.56
H 3.38 -0.25 -2.49
H 4.94 -1.03 -2.76
H 4.52 -0.34 -1.17
H 1.27 -4.30 -0.87
H 3.79 -5.39 -1.10
H 5.26 -3.40 -1.77
*
```

For the maximum force, the calculation gives 0.0311 hartree/bohr. The value obtained for the relative energy (zero: lowest compared OMol25 entry of this formula, charge and spin) is 21.4 kJ/mol. As for the LUMO energy: 0.2 eV. Its HOMO energy is -0.306 Ha.